Record 1
A 2-piece molecular cluster, C16H19ClN4O6S overall. Source: OMol25; level of theory: the ωB97M-V functional and the def2-TZVPD basis.

## Properties
Structure (SMILES): O=C(O)CSc1nc(-c2cccc(Cl)c2)no1.CNC(=O)[C@H](CO)NC(C)=O
E_tot (eV): -58503.747
Energy above the lowest of the compared OMol25 structures with the same formula, charge and spin (kcal per mole): 0.0

```
47
Properties=species:S:1:pos:R:3:forces:R:3:mulliken_charge:R:1
O 1.711161 -0.086400 -1.933547 1.1 0.3 -1.0 -0.6811
C 2.204209 0.809203 -2.597769 -0.9 -0.8 0.9 0.6548
O 3.141684 0.601814 -3.545197 -0.7 0.5 0.8 -0.4638
C 1.718750 2.238601 -2.398384 0.9 0.2 0.2 -0.7553
S 0.866699 2.508152 -0.776979 0.8 0.0 -0.6 -0.0534
C 2.223884 2.415853 0.350215 0.7 -0.1 0.6 0.3992
N 2.096265 2.108784 1.609468 -0.1 0.0 -0.5 -0.4397
C 3.394658 2.133029 2.085059 -0.1 0.4 -0.9 0.3775
C 3.755750 1.784109 3.470515 0.3 -0.2 1.0 0.4675
C 2.789476 1.800806 4.492404 0.1 0.0 0.0 -0.4237
C 3.131179 1.449605 5.804120 0.5 0.0 -0.6 -0.5226
C 4.441713 1.064604 6.106051 0.0 0.0 0.0 -0.3572
C 5.414483 1.037484 5.103218 -0.8 0.3 -0.3 0.2076
Cl 7.044969 0.534346 5.473806 -0.4 0.1 -0.1 -0.2131
C 5.071723 1.404211 3.797442 0.1 -0.1 0.0 -0.5799
N 4.271467 2.468464 1.172501 -0.2 -0.1 0.1 -0.4664
O 3.513344 2.676961 0.001901 -0.9 -0.4 0.5 -0.1535
H 3.317078 -0.352968 -3.540706 0.0 0.0 -0.1 0.3741
H 2.574737 2.912466 -2.483642 -0.2 0.1 0.0 0.4428
H 1.027934 2.472252 -3.210893 -0.1 0.1 0.2 0.4516
H 1.765578 2.086642 4.261754 0.2 -0.1 0.0 0.4165
H 2.375862 1.466380 6.584784 0.2 0.0 -0.1 0.3816
H 4.710379 0.779762 7.118706 0.0 0.0 -0.1 0.3967
H 5.840730 1.376631 3.030262 -0.2 0.0 0.0 0.4595
C -3.704117 -4.173236 -3.664591 0.1 0.6 -0.1 -0.9410
N -3.643203 -2.972479 -2.834725 -0.2 -0.3 0.9 -0.0634
C -3.109090 -1.805171 -3.217416 0.5 -0.2 -1.0 0.2400
O -2.617135 -1.650398 -4.334705 -0.2 0.2 0.6 -0.7133
C -3.120977 -0.627341 -2.222803 0.0 -0.2 0.5 0.3680
C -1.731730 0.019003 -2.129366 0.2 -0.1 0.1 -0.6680
O -0.888504 -0.764036 -1.301440 -0.2 -0.3 0.0 -0.5299
N -3.568110 -0.952286 -0.855838 1.7 0.3 -0.6 -0.1958
C -4.825616 -1.171584 -0.483769 -1.6 -0.1 0.1 0.7948
C -5.070033 -1.381639 0.991467 0.1 0.1 -0.1 -1.2752
O -5.753746 -1.221880 -1.277147 0.0 0.1 -0.3 -0.6266
H -4.362162 -3.994501 -4.517143 0.1 -0.1 0.0 0.2880
H -4.087259 -5.012272 -3.082358 0.0 0.2 0.0 0.3455
H -2.706497 -4.417013 -4.035087 -0.1 0.0 0.0 0.3066
H -4.093095 -2.990881 -1.932859 0.0 -0.1 -0.2 0.1583
H -3.806160 0.112177 -2.637483 -0.1 0.0 -0.1 0.2239
H -1.830824 1.011832 -1.688465 -0.2 0.2 0.0 0.3260
H -1.293755 0.120909 -3.123428 -0.3 -0.1 -0.2 0.4497
H 0.043841 -0.558064 -1.496381 -0.4 0.0 0.2 0.4141
H -2.841398 -0.972540 -0.154329 0.0 0.0 -0.1 0.1818
H -4.541881 -2.273551 1.322723 0.1 0.0 0.2 0.3149
H -4.712589 -0.513123 1.541870 0.1 -0.1 0.2 0.3431
H -6.139670 -1.502718 1.158182 0.2 0.0 -0.1 0.3384
```
Positions in Å, forces in eV/Å.

---

Record 2
One molecule with the formula C16H19ClN4O6S. Source: OMol25; level of theory: the ωB97M-V functional and the def2-TZVPD basis.

## Properties
E_tot (eV): -58497.916
Energy above the lowest of the compared OMol25 structures with the same formula, charge and spin (kcal per mole): 134.5

```
47
Properties=species:S:1:pos:R:3:forces:R:3:mulliken_charge:R:1
C -6.752729 -1.516834 1.586623 0.4 0.1 -0.1 -1.4213
C -5.240589 -1.371025 1.615516 -0.1 -0.4 0.3 -0.4127
H -4.756395 -2.300159 1.287329 0.0 0.1 0.1 0.4071
H -4.898638 -1.128454 2.630033 0.0 0.0 -0.1 0.3810
O -4.908045 -0.312681 0.730638 -0.1 0.0 0.0 -0.3896
C -3.638955 0.041562 0.544011 0.2 0.3 -0.3 1.2828
C -2.541758 -0.560229 1.174660 -0.2 -0.1 0.1 -0.6467
C -1.252606 -0.149807 0.913655 -0.1 0.2 -0.2 -0.6509
C -0.989239 0.872812 0.004528 -0.1 0.0 0.0 0.7184
C -2.056296 1.472676 -0.633471 -0.1 0.0 0.1 -0.6008
C -3.363803 1.078866 -0.370733 0.7 -0.6 0.6 -0.1996
N -4.413781 1.769463 -1.073022 -0.3 0.3 -0.3 1.0172
O -4.084134 2.395656 -2.062447 0.0 0.2 -0.4 -0.6295
O -5.543856 1.706509 -0.649636 -0.3 0.1 0.1 -0.5842
H -1.908724 2.273604 -1.343334 0.0 0.0 0.0 0.4992
C 0.431392 1.285834 -0.286361 -0.3 0.3 0.2 -1.7187
N 1.171992 0.200779 -0.880221 0.4 -0.3 -0.2 0.3826
C 1.119748 -0.197707 -2.189649 0.2 -0.2 0.0 0.8131
N 1.891889 -1.221991 -2.402561 0.2 -0.3 -0.3 -0.7141
C 2.468638 -1.528334 -1.211474 -1.4 1.5 0.1 0.2494
C 2.036506 -0.633940 -0.234552 0.5 -0.8 0.2 -0.0999
S 2.321482 -0.477451 1.480833 0.2 -0.2 0.1 -0.1126
C 4.132083 -0.320306 1.567564 -0.3 0.3 -0.3 -0.8520
C 4.606666 0.966448 0.881111 0.3 -0.1 0.5 0.0496
O 4.292343 0.977007 -0.484106 0.1 0.1 -0.3 -0.4908
H 4.893180 0.389156 -0.959209 -0.1 0.0 0.0 0.3692
C 6.106978 1.128543 1.133475 -0.3 0.2 -0.1 -0.7017
H 6.322906 1.155172 2.200209 0.0 -0.1 -0.1 0.3837
H 6.667047 0.319510 0.661300 0.0 0.0 0.1 0.4092
Cl 6.692879 2.660536 0.431964 0.1 0.0 0.0 -0.1950
H 4.069000 1.824907 1.301372 0.2 -0.1 0.0 0.2896
H 4.353372 -0.300770 2.632818 0.0 0.0 0.1 0.5258
H 4.563602 -1.214195 1.115480 0.0 0.2 0.1 0.3859
N 3.345043 -2.615652 -1.098456 0.6 -0.7 0.1 1.0561
O 3.521568 -3.326818 -2.061941 0.0 0.0 -0.1 -0.5956
O 3.891167 -2.782260 -0.010838 0.0 -0.1 0.1 -0.6715
C 0.292379 0.470061 -3.216338 -0.1 0.1 0.0 -1.2904
H 0.436039 -0.046612 -4.159896 0.0 0.0 0.0 0.3642
H 0.590328 1.511376 -3.332314 0.0 0.1 -0.1 0.3044
H -0.761411 0.439221 -2.944066 -0.1 0.0 -0.1 0.2962
H 0.939786 1.559550 0.643232 0.0 0.1 -0.2 0.5210
H 0.447789 2.136139 -0.971314 0.0 0.0 0.1 0.4949
H -0.431326 -0.628265 1.426737 0.0 -0.1 0.1 0.2931
H -2.701685 -1.356638 1.882487 -0.1 -0.1 0.1 0.4030
H -7.217065 -0.578866 1.876369 -0.1 0.1 0.1 0.3335
H -7.062166 -2.300597 2.271631 0.0 -0.1 0.1 0.4220
H -7.082585 -1.765811 0.582343 -0.1 -0.1 -0.1 0.3256
```
Positions in Å, forces in eV/Å.

---

Record 3
C16H19FNO2RuS as an isolated structure. Source: OMol25; level of theory: the ωB97M-V functional and the def2-TZVPD basis.

## Properties
E_tot (eV): -38588.147
Total charge: +3
Spin multiplicity: 5
Energy above the lowest of the compared OMol25 structures with the same formula, charge and spin (kcal per mole): 0.0
<S²>: 6.027

```
41
Properties=species:S:1:pos:R:3:forces:R:3:mulliken_charge:R:1
Ru -0.108173 -0.023152 -1.034642 0.2 0.6 0.4 0.6728
O -1.290323 -0.388059 -2.752005 0.3 0.5 0.6 -0.4541
C -1.258674 -1.692789 -3.331139 -0.2 -1.4 -0.8 -0.2725
C -0.270023 -2.547565 -2.593302 0.0 -0.8 -0.6 0.5193
C -0.007625 -3.858476 -2.992695 -0.3 0.7 0.1 -0.8014
C 0.955669 -4.586809 -2.316790 0.1 -0.1 0.0 -0.1917
C 1.655506 -3.992661 -1.273942 -0.2 0.5 0.1 -0.8437
C 1.318107 -2.694397 -0.917981 1.0 -1.0 0.6 -0.0470
N 0.386948 -1.998408 -1.562871 -0.6 0.6 0.1 -0.3491
H -1.949857 0.153756 -3.218555 0.2 0.1 0.3 0.3207
H -0.969737 -1.629526 -4.392742 0.0 0.2 0.3 0.4008
H -2.260797 -2.146724 -3.289802 0.2 0.2 0.1 0.4247
H -0.550653 -4.282123 -3.823959 0.0 -0.1 -0.1 0.4658
H 1.170520 -5.608511 -2.606079 0.0 0.0 0.0 0.4637
H 2.436891 -4.516417 -0.742875 0.0 0.0 0.0 0.4493
H 1.820678 -2.196532 -0.096536 -0.1 0.0 0.0 0.5341
O 1.031198 0.238093 0.623369 -0.4 -1.5 -2.1 -0.5676
S 1.132336 1.328670 1.729674 -0.2 0.6 1.3 0.4383
C 2.473110 0.766460 2.845393 0.0 0.1 -0.1 -0.6989
C 1.858646 -0.146988 3.882850 -0.1 -0.5 0.3 -0.5674
C 0.459977 0.375023 4.185984 0.0 0.1 0.6 -0.7140
C -0.201789 0.803376 2.887397 -0.1 0.1 -0.2 -0.4528
H 2.853246 1.687871 3.294983 -0.1 0.1 -0.1 0.4538
H 3.268064 0.317330 2.253968 0.0 0.1 -0.2 0.4388
H 2.475310 -0.145632 4.786341 0.0 0.1 -0.1 0.3822
H 1.828197 -1.188849 3.551079 0.0 0.1 -0.2 0.2927
H 0.515168 1.224612 4.874738 0.0 -0.1 -0.2 0.3328
H -0.155020 -0.378146 4.685127 0.1 0.1 -0.1 0.3452
H -0.893150 1.633384 3.019079 0.0 0.0 -0.1 0.4670
H -0.714415 -0.017141 2.369456 0.2 0.1 0.0 0.2763
F -2.232052 5.555156 -0.762084 0.3 -1.0 0.1 -0.1641
C -1.860779 4.303633 -0.733842 -0.3 1.2 -0.1 0.3668
C -2.760981 3.338003 -0.256370 -0.5 -1.1 0.5 -0.3827
C -2.367797 2.011913 -0.251842 -1.2 1.0 0.3 -0.1665
C -1.101934 1.688049 -0.717937 0.6 -1.4 0.0 -0.2529
C -0.202852 2.643044 -1.198432 0.4 1.7 -0.3 0.3242
C -0.575278 3.971128 -1.200740 1.1 -0.6 -0.4 -0.6539
H -3.729998 3.646157 0.118358 0.0 0.1 -0.1 0.5305
H -3.046010 1.251563 0.117304 0.0 0.0 0.0 0.5648
H 0.782278 2.350552 -1.604011 -0.3 0.3 0.2 0.5896
H 0.086065 4.751133 -1.553926 0.0 0.1 -0.1 0.5263
```
Positions in Å, forces in eV/Å.

---

Q: The highest energy above the lowest of the compared OMol25 structures with the same formula, charge and spin belongs to which entry?
A: number 2

---

Q: Number 1 is which compound?
A: C16H19ClN4O6S

---

Q: E_tot of number 2 (C16H19ClN4O6S)?
A: -58497.916 eV

---

Q: The lowest E_tot belongs to which entry?
A: number 1